(1)
Formula: C18H26F6HfIN3O4Si
Source: the Open Molecules 2025 dataset
Level of theory: the ωB97M-V functional and the def2-TZVPD basis

Structure (ORCA input):
```
! RIJCOSX wB97M-V def2-TZVPD def2/J DEFGRID3
* xyz -2 1
Hf -0.13188 0.99036 0.59610
C 3.53862 -0.47844 2.03640
C 2.52182 -0.99374 3.04680
N 1.21542 -1.26584 2.46040
C 0.20972 -1.35944 3.50800
C -2.00568 -0.16194 3.21100
C 1.21402 -2.46244 1.62930
C 0.28642 -2.30954 0.41060
N 0.61272 -1.05504 -0.22850
C 1.01962 -1.02214 -1.47880
C 1.81562 0.10686 -1.83850
F 2.11732 0.91766 -0.76450
C 2.30942 0.35306 -3.08800
F 3.10142 1.42216 -3.33230
C 2.07102 -0.53964 -4.12910
C 1.34662 -1.68004 -3.81770
F 1.14582 -2.58864 -4.81400
C 0.84692 -1.94314 -2.56280
F 0.14642 -3.10774 -2.41310
H 4.44822 -0.18694 2.56150
H 3.78892 -1.21934 1.27830
H 3.12112 0.39826 1.54950
H 2.92382 -1.88784 3.56790
H 2.38422 -0.20184 3.78660
H 0.36382 -2.26954 4.12090
H 0.31562 -0.48884 4.15880
H -3.08978 -0.20114 3.24640
H -1.58668 0.63496 3.81840
H -2.10868 -0.59434 1.20510
H 2.23022 -2.63874 1.26220
H 0.89472 -3.34774 2.20280
H 0.45622 -3.17174 -0.24030
H -0.75218 -2.34994 0.74240
H 2.43392 -0.35784 -5.12470
I -2.18288 2.87756 1.64970
O 2.24632 2.40656 3.76290
C 1.37442 2.47896 2.91820
O 1.03572 1.57046 2.09580
H 0.78202 3.43746 2.84480
C -2.12358 -0.22134 -3.53910
Si -2.48488 0.89606 -2.02430
C -2.46968 2.69736 -2.68710
C -4.29478 0.55836 -1.46170
O -1.44218 0.63676 -0.86790
H -2.86928 -0.10524 -4.32060
H -2.09278 -1.26974 -3.26040
H -1.15518 0.02716 -3.96310
H -3.24458 2.88026 -3.42640
H -1.51438 2.91606 -3.15210
H -2.60908 3.40426 -1.87580
H -5.00448 0.74266 -2.26430
H -4.56278 1.20296 -0.62980
H -4.42768 -0.46954 -1.13500
O -1.78098 -2.56204 2.77720
C -1.23918 -1.42924 2.96510
N -1.39508 -0.30014 1.87950
F 0.61262 2.59706 -1.82970
C 0.31682 2.91026 -0.48900
F 1.57182 3.31646 0.02950
H -0.25148 3.86076 -0.56370
*
```

Summary:
E_HOMO: -2.0 eV
HOMO-LUMO gap: 0.241 Eh
ΔE to the lowest compared entry with this formula, charge and spin: 2.284 eV
Largest force on an atom: 2.55 eV/Å

Electronic structure analysis, Löwdin charges in units of e: Hf 1.377; C -0.084; C -0.267; N -0.189; C -0.124; C -0.183; C -0.168; C -0.188; N -0.075; C -0.210; C -0.144; F 0.013; C -0.232; F 0.069; C 0.018; C -0.241; F 0.045; C -0.141; F 0.040; H 0.067; H 0.058; H 0.050; H 0.113; H 0.094; H 0.123; H 0.111; H 0.097; H 0.064; H 0.091; H 0.104; H 0.118; H 0.109; H 0.091; H 0.111; I 0.150; O -0.004; C -0.526; O -0.268; H 0.105; C -0.158; Si 0.291; C -0.171; C -0.175; O -0.478; H 0.012; H 0.018; H 0.014; H 0.010; H 0.010; H 0.004; H 0.007; H 0.004; H 0.014; O -0.141; C -0.654; N -0.132; F -0.108; C -0.472; F -0.120; H 0.052

***

(2)
Formula: C18H26F6NO21PS5
Source: the Open Molecules 2025 dataset
Level of theory: the ωB97M-V functional and the def2-TZVPD basis

Structure (ORCA input):
```
! RIJCOSX wB97M-V def2-TZVPD def2/J DEFGRID3
* xyz 0 1
C -1.66750 1.73098 1.24299
P -1.48144 0.07908 0.41725
O 0.01420 0.14579 -0.32946
C -1.33240 -1.29205 1.70169
N -0.71561 -2.45001 1.01842
C 0.49235 -2.85536 1.60792
O 1.13886 -3.83584 1.37787
C 0.84721 -1.69995 2.60327
S 2.08944 -2.09922 3.87909
C -0.48089 -1.02161 3.02079
C -1.34102 -1.68049 4.10781
O -1.50070 -2.86680 4.04421
C -2.00686 -0.76944 5.21592
F -3.34862 -0.99809 5.10373
F -1.79626 0.52161 4.88470
C -1.62116 -1.09524 6.72157
F -2.72426 -1.51010 7.37220
F -0.76658 -2.15828 6.76946
C -0.89336 0.05466 7.48731
F -1.59191 1.20218 7.53322
F -0.78257 -0.37175 8.76395
C 0.56966 0.20197 6.95989
O 1.45769 -0.29368 7.60054
O 0.84694 0.82321 5.79845
H -1.90618 2.48001 0.46914
H -2.55024 1.69500 1.90795
H -0.75790 2.01798 1.81003
H 0.55382 0.84594 0.06380
H -2.39228 -1.55703 1.87851
H -1.43489 -3.15894 0.93338
H 1.34046 -0.89761 2.02004
H 2.76241 -0.92832 4.02493
H -0.28755 0.05743 3.06523
H 1.78456 0.66887 5.60058
O 0.77375 0.96413 -2.05329
S 1.23937 0.26419 -3.19849
O 2.10727 -0.85512 -3.09623
O 1.87867 1.32713 -4.23022
C 1.19759 1.25363 -5.49203
C -0.20538 0.79733 -5.14705
O -0.02963 -0.15608 -4.08835
H 1.71096 0.52034 -6.11522
H 1.20516 2.20844 -5.97927
H -0.71416 0.34182 -5.99286
H -0.81069 1.62261 -4.76303
O -3.39277 -7.77654 6.16217
S -2.51205 -7.16793 7.09391
O -1.64094 -7.92288 7.91973
O -3.37550 -6.17127 8.01841
C -2.85392 -4.84303 7.91784
C -2.24152 -4.76394 6.53518
O -1.64557 -6.05043 6.32751
H -2.09617 -4.71508 8.69500
H -3.64515 -4.11097 8.06187
H -1.50609 -3.97986 6.43929
H -3.01286 -4.61961 5.77428
O -1.78386 3.74026 -4.09830
S -0.94393 4.24569 -5.12469
O -0.91083 3.68244 -6.42665
O 0.55689 4.32001 -4.55448
C 1.04419 5.66284 -4.63770
C -0.19072 6.53272 -4.52785
O -1.19703 5.82757 -5.26245
H 1.53426 5.78887 -5.60585
H 1.76021 5.85713 -3.84255
H -0.03906 7.52626 -4.94217
H -0.52532 6.61884 -3.49122
O 2.17701 2.41110 -7.58414
S 2.84261 2.57080 -8.83340
O 2.80301 3.78344 -9.56413
O 2.39214 1.36399 -9.79492
C 3.54232 0.62293 -10.21800
C 4.54366 0.78261 -9.09336
O 4.37922 2.13490 -8.65179
H 3.91147 1.06586 -11.14553
H 3.28048 -0.41778 -10.39399
H 5.56640 0.60651 -9.41668
H 4.30909 0.12123 -8.25569
*
```

Summary:
E_HOMO: -8.5 eV
HOMO-LUMO gap: 0.292 Eh
Structure (SMILES): CP(O)[C@H]1NC(=O)[C@H](S)[C@@H]1C(=O)C(F)(F)C(F)(F)C(F)(F)C(=O)O.O=S1(=O)OCCO1.O=S1(=O)OCCO1.O=S1(=O)OCCO1.O=S1(=O)OCCO1
Largest force on an atom: 4.38 eV/Å

Electronic structure analysis, Löwdin charges in units of e: C -0.279; P 0.922; O -0.365; C -0.405; N 0.069; C -0.462; O 0.112; C -0.508; S 0.815; C -0.210; C -0.236; O 0.165; C -0.309; F 0.125; F 0.127; C -0.306; F 0.158; F 0.117; C -0.352; F 0.161; F 0.151; C -0.395; O 0.164; O 0.123; H 0.039; H 0.040; H 0.037; H 0.055; H 0.114; H 0.146; H 0.111; H -0.139; H 0.116; H 0.122; O -0.257; S 0.633; O -0.215; O -0.180; C -0.193; C -0.148; O -0.175; H 0.129; H 0.065; H 0.143; H 0.094; O -0.220; S 0.613; O -0.218; O -0.187; C -0.168; C -0.178; O -0.177; H 0.137; H 0.131; H 0.096; H 0.136; O -0.209; S 0.603; O -0.203; O -0.187; C -0.154; C -0.163; O -0.180; H 0.137; H 0.139; H 0.137; H 0.134; O -0.237; S 0.639; O -0.203; O -0.179; C -0.162; C -0.163; O -0.180; H 0.135; H 0.137; H 0.137; H 0.135

***

Question: What is the largest force on an atom in the second record?
Answer: 4.38 eV/Å

***

Question: The lowest HOMO-LUMO gap belongs to which entry?
Answer: C18H26F6HfIN3O4Si

***

Question: What is the formula in the first record?
Answer: C18H26F6HfIN3O4Si

***

Question: Among the records above, which one has the lowest E_HOMO?
Answer: C18H26F6NO21PS5